# C46H47IN12OSSeTl

C46H47IN12OSSeTl as an isolated structure (ωB97M-V/def2-TZVPD, the Open Molecules 2025 dataset).

The geometry in XYZ format:
```
110
Properties=species:S:1:pos:R:3:lowdin_charge:R:1
Tl -1.47 -1.11 -0.12 0.516
C 3.19 -0.49 3.55 -0.066
N 2.33 -0.91 2.46 -0.106
C 1.21 -0.34 2.03 -0.188
N 0.65 -1.11 1.11 -0.003
C 1.51 -2.16 1.01 -0.232
N 2.54 -2.07 1.81 0.154
C 4.19 0.62 3.28 -0.186
C 5.09 0.88 4.30 -0.032
C 5.96 1.95 4.22 -0.044
C 5.94 2.77 3.11 -0.007
C 5.07 2.50 2.06 -0.128
C 4.20 1.41 2.14 0.030
C 5.08 3.41 0.92 -0.297
N 5.53 4.62 0.91 0.129
N 5.29 5.12 -0.36 0.134
C 4.75 4.17 -1.03 -0.297
O 4.57 3.04 -0.28 0.097
C 4.30 4.16 -2.42 -0.153
C 4.11 5.36 -3.11 -0.012
C 3.63 5.32 -4.40 -0.053
C 3.33 4.11 -5.01 -0.026
C 3.56 2.91 -4.35 -0.176
C 3.26 1.58 -5.01 -0.067
N 3.10 0.53 -4.03 -0.149
C 2.07 0.33 -3.20 -0.164
N 2.43 -0.49 -2.23 0.075
C 3.74 -0.75 -2.51 -0.215
N 4.18 -0.15 -3.58 0.110
C 4.05 2.95 -3.05 0.029
H 3.71 -1.38 3.89 0.139
H 2.53 -0.16 4.36 0.142
H 0.83 0.59 2.41 0.081
H 1.36 -2.99 0.33 0.068
H 5.10 0.25 5.18 0.123
H 6.65 2.15 5.03 0.116
H 6.60 3.63 3.03 0.121
H 3.52 1.20 1.32 0.105
H 4.33 6.30 -2.62 0.120
H 3.46 6.24 -4.94 0.112
H 2.93 4.10 -6.02 0.120
H 4.08 1.26 -5.66 0.138
H 2.36 1.65 -5.61 0.134
H 1.10 0.77 -3.34 0.134
H 4.36 -1.40 -1.92 0.109
H 4.26 2.04 -2.51 0.113
I -2.01 0.83 2.47 1.089
C -3.98 0.90 1.76 -0.592
C -4.80 1.77 2.42 -0.156
C -6.15 1.88 2.07 -0.064
C -6.65 1.08 1.09 -0.021
C -5.82 0.17 0.40 -0.150
C -6.39 -0.65 -0.61 -0.020
C -5.63 -1.55 -1.29 -0.047
C -4.25 -1.64 -1.01 -0.123
C -3.66 -0.86 -0.05 -0.312
C -4.43 0.07 0.70 -0.254
H -4.40 2.38 3.23 0.088
H -6.79 2.57 2.60 0.112
H -7.70 1.13 0.82 0.119
H -7.45 -0.55 -0.81 0.119
H -6.07 -2.19 -2.05 0.113
H -3.67 -2.36 -1.57 0.067
Se -0.32 -2.72 -1.84 0.709
C -1.78 -3.55 -2.77 -0.653
C -2.45 -2.86 -3.78 -0.147
C -3.45 -3.49 -4.50 -0.078
C -3.78 -4.81 -4.23 -0.079
C -3.10 -5.50 -3.24 -0.073
C -2.11 -4.87 -2.50 -0.139
H -2.18 -1.83 -3.99 0.105
H -3.96 -2.95 -5.29 0.108
H -4.55 -5.30 -4.80 0.106
H -3.35 -6.53 -3.03 0.108
H -1.57 -5.41 -1.74 0.095
C -3.37 -2.87 2.42 -0.156
C -3.79 -4.09 3.29 -0.140
N -2.69 -5.05 3.37 -0.158
C -1.51 -4.39 3.91 -0.144
C -1.08 -3.22 2.99 -0.158
N -2.02 -3.09 1.86 -0.194
C -2.02 -4.34 1.10 -0.170
C -2.39 -5.53 2.02 -0.141
H -3.35 -1.96 3.01 0.090
H -4.07 -2.72 1.59 0.104
H -4.65 -4.60 2.86 0.120
H -4.05 -3.78 4.30 0.119
H -0.71 -5.12 4.00 0.119
H -1.75 -4.03 4.92 0.119
H -0.08 -3.39 2.58 0.098
H -1.07 -2.26 3.52 0.097
H -1.04 -4.47 0.65 0.090
H -2.74 -4.23 0.28 0.109
H -1.56 -6.24 2.09 0.120
H -3.26 -6.07 1.65 0.120
S -1.86 1.61 -1.24 0.643
C -0.69 2.70 -0.67 -0.832
N -1.03 3.98 -0.47 0.026
C -0.09 5.03 -0.08 -0.151
C 1.05 4.43 0.71 -0.137
C 1.63 3.27 -0.08 -0.152
N 0.56 2.33 -0.40 0.037
H -1.98 4.22 -0.70 0.130
H -0.64 5.77 0.51 0.128
H 0.29 5.54 -0.97 0.128
H 0.69 4.08 1.68 0.123
H 1.82 5.18 0.88 0.126
H 2.40 2.74 0.48 0.091
H 2.10 3.64 -1.01 0.119
H 0.83 1.38 -0.67 0.102
```

Its total energy is -5783.03221 a.u. For the relative energy (zero: lowest compared OMol25 entry of this formula, charge and spin), the calculation gives 16.9 kJ/mol. As for the net charge: +1. For the LUMO energy, the calculation gives -2.6 eV.

***

# C46H48AlAsN3O

C46H48AlAsN3O as an isolated structure at a distorted geometry (ωB97M-V/def2-TZVPD, the Open Molecules 2025 dataset).

The geometry in XYZ format:
```
100
Properties=species:S:1:pos:R:3:lowdin_charge:R:1
Al 0.66 -0.70 -1.86 0.502
N -1.67 -1.17 -0.09 0.100
N -0.59 -2.26 -2.99 -0.101
C 2.25 1.25 -2.23 -0.225
C 2.48 -0.08 -1.72 -0.315
C 1.89 -0.11 -0.33 -0.262
C 2.13 -1.18 0.67 -0.026
H 2.32 -2.15 0.21 0.078
H 1.26 -1.27 1.34 0.061
H 3.01 -0.92 1.28 0.085
C 1.41 1.23 -0.07 -0.178
C 0.93 1.69 1.25 -0.025
H 1.75 1.94 1.93 0.086
H 0.32 0.91 1.72 0.049
H 0.30 2.59 1.17 0.076
C 1.61 2.01 -1.22 -0.221
C 1.36 3.48 -1.32 -0.044
H 0.52 3.79 -0.68 0.070
H 1.13 3.80 -2.35 0.072
H 2.25 4.05 -0.99 0.086
C 3.23 -1.20 -2.36 -0.046
H 4.30 -1.08 -2.13 0.094
H 3.10 -1.19 -3.45 0.073
H 2.91 -2.18 -1.97 0.079
C 2.78 1.76 -3.51 -0.031
H 1.99 2.25 -4.09 0.077
H 3.21 0.96 -4.13 0.067
H 3.58 2.49 -3.33 0.091
C -2.36 -1.01 1.03 -0.185
H -2.47 0.02 1.33 0.094
C -3.11 -2.09 1.53 -0.063
H -3.83 -1.92 2.33 0.097
C -2.87 -3.35 0.98 -0.085
H -3.42 -4.23 1.35 0.097
C -1.92 -3.53 -0.04 -0.032
H -1.64 -4.50 -0.45 0.095
C -1.28 -2.36 -0.56 -0.267
C -0.17 -2.47 -1.60 -0.164
H 0.38 -3.40 -1.46 0.109
C -0.70 -0.87 -3.24 -0.153
C -0.28 -2.90 -4.18 -0.057
H -0.08 -3.95 -4.24 0.102
C -0.39 -1.99 -5.18 -0.061
H -0.28 -2.11 -6.24 0.103
N -0.69 -0.75 -4.60 -0.048
C -0.78 0.53 -5.19 -0.128
C 0.24 1.01 -6.03 -0.210
C 0.16 2.34 -6.46 -0.026
H 0.93 2.70 -7.14 0.110
C -0.85 3.19 -6.02 -0.282
C -0.94 4.62 -6.48 -0.069
H -0.76 5.33 -5.66 0.078
H -1.93 4.85 -6.88 0.077
H -0.20 4.82 -7.26 0.068
C -1.80 2.70 -5.11 -0.011
H -2.60 3.35 -4.75 0.117
C -1.77 1.38 -4.67 -0.194
C -2.78 0.88 -3.71 -0.051
H -3.42 0.08 -4.13 0.096
H -3.45 1.71 -3.45 0.073
H -2.31 0.50 -2.78 0.062
C 1.40 0.15 -6.42 -0.056
H 1.13 -0.62 -7.15 0.073
H 1.89 -0.34 -5.56 0.071
H 2.14 0.80 -6.89 0.077
O -0.60 -0.83 2.44 -0.510
As -0.41 -0.71 4.12 1.189
C -0.55 1.20 4.46 -0.309
C -1.54 1.94 3.80 -0.112
C -1.55 3.34 3.90 -0.096
C -0.58 3.99 4.68 -0.110
C 0.37 3.24 5.38 -0.098
C 0.38 1.84 5.28 -0.116
C -1.88 -1.74 4.83 -0.345
C -3.02 -1.08 5.30 -0.146
C -4.15 -1.82 5.66 -0.132
C -4.13 -3.22 5.57 -0.154
C -2.98 -3.88 5.12 -0.128
C -1.85 -3.14 4.74 -0.154
C 1.44 -1.19 4.47 -0.305
C 1.73 -2.43 5.06 -0.108
C 3.07 -2.82 5.21 -0.104
C 4.10 -1.98 4.77 -0.117
C 3.81 -0.74 4.20 -0.104
C 2.47 -0.34 4.06 -0.133
H -2.29 1.43 3.19 0.098
H -2.31 3.91 3.36 0.098
H -0.58 5.07 4.74 0.092
H 1.13 3.74 5.99 0.096
H 1.12 1.26 5.84 0.096
H -3.03 0.01 5.38 0.087
H -5.05 -1.31 5.99 0.088
H -5.01 -3.80 5.85 0.077
H -2.95 -4.97 5.05 0.091
H -0.96 -3.64 4.35 0.088
H 0.92 -3.07 5.40 0.085
H 3.30 -3.79 5.66 0.094
H 5.14 -2.30 4.87 0.089
H 4.61 -0.08 3.86 0.099
H 2.25 0.64 3.63 0.085
```

Its total energy is -4499.23106 a.u. As for the net charge: -1. For the LUMO energy (spin up / spin down), the calculation gives 2.4 / 2.4 eV.

***

Among the records above, which one has the highest net charge?
C46H47IN12OSSeTl